Computed, not measured: a 20-piece molecular cluster, C72H196N12O32 overall, with ωB97M-V/def2-TZVPD.

Element x y z (Å)
C: 2.975 0.518 -5.736
O: 2.005 -0.107 -6.547
C: 0.784 -0.341 -5.870
C: -0.158 -0.952 -6.832
N: 0.322 -2.272 -7.224
C: -0.458 -2.844 -8.298
C: -0.013 -4.266 -8.638
O: -0.898 -4.816 -9.563
C: -0.631 -6.162 -9.783
H: 2.543 1.462 -5.368
H: 3.827 0.771 -6.375
H: 3.266 -0.103 -4.880
H: 0.376 0.656 -5.564
H: 0.864 -1.046 -5.016
H: -0.269 -0.311 -7.750
H: -1.150 -1.018 -6.374
H: 1.280 -2.162 -7.570
H: -0.461 -2.242 -9.217
H: -1.501 -2.911 -7.963
H: 0.038 -4.879 -7.724
H: 1.006 -4.245 -9.059
H: -1.144 -6.471 -10.688
H: -0.913 -6.794 -8.906
H: 0.451 -6.324 -9.902
C: 3.464 -4.777 1.546
O: 2.512 -5.606 0.941
C: 2.233 -5.207 -0.390
C: 1.379 -6.225 -1.031
N: 0.022 -6.154 -0.468
C: -0.970 -6.942 -1.127
C: -2.360 -6.759 -0.519
O: -2.909 -5.549 -1.049
C: -4.138 -5.175 -0.400
H: 3.596 -5.140 2.577
H: 3.093 -3.736 1.613
H: 4.407 -4.793 0.977
H: 3.194 -5.040 -0.900
H: 1.614 -4.293 -0.460
H: 1.720 -7.244 -0.825
H: 1.292 -6.111 -2.129
H: -0.284 -5.197 -0.361
H: -0.710 -8.008 -1.010
H: -1.034 -6.824 -2.242
H: -2.224 -6.647 0.569
H: -3.010 -7.635 -0.705
H: -4.526 -4.232 -0.778
H: -3.954 -5.098 0.675
H: -4.885 -5.966 -0.537
C: -7.069 0.308 -7.411
O: -5.923 0.408 -6.609
C: -5.721 -0.634 -5.767
C: -4.363 -0.608 -5.170
N: -4.201 0.510 -4.248
C: -2.890 0.334 -3.659
C: -2.516 1.485 -2.794
O: -2.296 2.599 -3.636
C: -2.187 3.798 -2.897
H: -6.993 1.069 -8.182
H: -7.989 0.398 -6.808
H: -7.057 -0.689 -7.861
H: -5.825 -1.591 -6.311
H: -6.543 -0.600 -5.021
H: -3.644 -0.625 -6.009
H: -4.211 -1.530 -4.594
H: -4.237 1.392 -4.770
H: -2.153 0.114 -4.453
H: -2.890 -0.536 -2.987
H: -1.600 1.278 -2.198
H: -3.356 1.639 -2.092
H: -1.310 3.757 -2.250
H: -3.051 3.980 -2.228
H: -2.087 4.625 -3.605
C: 0.767 -2.864 7.916
O: 0.737 -3.562 6.695
C: 1.442 -2.936 5.652
C: 1.290 -3.857 4.451
N: -0.103 -3.913 4.065
C: -0.295 -4.533 2.772
C: -0.296 -6.058 2.866
O: -1.437 -6.373 3.743
C: -1.488 -7.749 4.062
H: 0.295 -1.875 7.796
H: 1.814 -2.760 8.233
H: 0.222 -3.442 8.672
H: 2.482 -2.769 5.938
H: 0.960 -1.945 5.472
H: 1.742 -4.830 4.754
H: 1.833 -3.510 3.555
H: -0.740 -4.289 4.781
H: 0.553 -4.232 2.130
H: -1.240 -4.284 2.268
H: 0.634 -6.389 3.372
H: -0.370 -6.493 1.875
H: -2.327 -7.830 4.759
H: -0.573 -8.135 4.546
H: -1.675 -8.369 3.166
C: -3.034 5.372 6.915
O: -3.091 5.147 5.524
C: -4.030 4.205 5.165
C: -3.645 2.798 5.519
N: -4.764 1.913 5.259
C: -4.374 0.520 5.373
C: -5.482 -0.362 4.859
O: -5.286 -1.750 5.191
C: -4.164 -2.344 4.462
H: -2.586 4.465 7.389
H: -4.047 5.496 7.326
H: -2.456 6.298 7.120
H: -4.175 4.244 4.090
H: -4.998 4.399 5.648
H: -3.486 2.690 6.605
H: -2.719 2.529 4.974
H: -5.079 2.153 4.317
H: -4.156 0.388 6.446
H: -3.417 0.279 4.862
H: -5.529 -0.172 3.779
H: -6.413 -0.057 5.338
H: -4.277 -2.184 3.381
H: -4.122 -3.434 4.653
H: -3.210 -1.929 4.789
C: 7.243 2.871 -5.368
O: 6.093 2.126 -5.013
C: 5.617 2.326 -3.709
C: 4.876 3.623 -3.446
N: 3.755 3.822 -4.373
C: 3.539 5.225 -4.658
C: 2.148 5.307 -5.181
O: 2.118 4.693 -6.423
C: 0.799 4.375 -6.819
H: 7.979 2.791 -4.546
H: 7.017 3.938 -5.586
H: 7.641 2.359 -6.274
H: 6.453 2.250 -3.013
H: 4.963 1.457 -3.543
H: 5.584 4.462 -3.526
H: 4.463 3.621 -2.430
H: 3.981 3.431 -5.293
H: 4.228 5.629 -5.419
H: 3.610 5.852 -3.772
H: 1.816 6.361 -5.232
H: 1.487 4.753 -4.495
H: 0.816 3.807 -7.756
H: 0.181 5.257 -6.980
H: 0.356 3.756 -6.047
C: -3.724 -0.517 0.362
O: -2.359 -0.501 -0.023
C: -1.694 -1.744 0.167
C: -0.268 -1.609 -0.353
N: 0.536 -0.839 0.620
C: 1.939 -0.741 0.248
C: 2.237 -0.183 -1.095
O: 1.570 1.024 -1.217
C: 1.735 1.797 -2.386
H: -4.266 -1.231 -0.284
H: -4.121 0.483 0.148
H: -3.847 -0.784 1.426
H: -2.188 -2.579 -0.365
H: -1.688 -1.965 1.236
H: -0.233 -1.217 -1.382
H: 0.090 -2.641 -0.366
H: 0.160 0.109 0.665
H: 2.363 -1.733 0.337
H: 2.435 -0.037 0.939
H: 1.930 -0.831 -1.925
H: 3.344 -0.050 -1.080
H: 1.361 1.232 -3.252
H: 2.790 2.076 -2.532
H: 1.134 2.709 -2.302
C: -8.361 -5.166 -0.279
O: -8.447 -3.967 0.461
C: -7.298 -3.164 0.488
C: -7.528 -2.050 1.489
N: -8.671 -1.216 1.169
C: -8.451 -0.247 0.103
C: -9.818 0.272 -0.345
O: -10.536 -0.768 -1.033
C: -11.551 -0.241 -1.831
H: -7.562 -5.806 0.131
H: -8.184 -4.939 -1.345
H: -9.324 -5.681 -0.185
H: -7.133 -2.846 -0.556
H: -6.363 -3.685 0.794
H: -6.626 -1.462 1.547
H: -7.695 -2.520 2.448
H: -9.435 -1.836 0.894
H: -7.897 -0.688 -0.745
H: -7.850 0.596 0.443
H: -9.757 1.098 -1.049
H: -10.264 0.620 0.587
H: -11.088 0.440 -2.580
H: -12.280 0.376 -1.294
H: -12.058 -1.076 -2.304
C: 1.591 5.547 -1.467
O: 0.682 5.082 -0.522
C: -0.296 6.049 -0.132
C: -1.069 5.449 0.991
N: -0.119 5.019 2.033
C: -0.831 4.605 3.248
C: 0.096 4.447 4.433
O: 0.928 5.551 4.638
C: 0.294 6.688 5.267
H: 1.091 5.592 -2.439
H: 2.383 4.785 -1.501
H: 1.997 6.547 -1.239
H: -0.959 6.328 -0.964
H: 0.264 6.921 0.218
H: -1.604 4.595 0.563
H: -1.840 6.154 1.356
H: 0.550 5.788 2.185
H: -1.281 3.605 3.078
H: -1.731 5.214 3.461
H: 0.777 3.597 4.238
H: -0.501 4.200 5.335
H: -0.457 7.117 4.601
H: 1.042 7.423 5.578
H: -0.218 6.306 6.176
C: 5.881 2.016 0.210
O: 5.344 3.142 0.869
C: 4.024 2.972 1.249
C: 3.619 4.006 2.225
N: 3.249 5.212 1.488
C: 3.269 6.357 2.410
C: 2.583 7.600 1.857
O: 1.244 7.693 2.284
C: 0.690 8.984 1.986
H: 5.250 1.857 -0.701
H: 5.786 1.127 0.830
H: 6.927 2.193 -0.061
H: 3.872 1.971 1.692
H: 3.357 3.030 0.361
H: 4.502 4.158 2.850
H: 2.848 3.600 2.884
H: 2.291 5.095 1.147
H: 4.345 6.534 2.611
H: 2.878 6.054 3.411
H: 2.674 7.515 0.760
H: 3.094 8.518 2.132
H: 1.205 9.742 2.584
H: -0.380 8.949 2.250
H: 0.816 9.222 0.919
C: 2.263 3.370 7.343
O: 3.102 2.294 7.569
C: 3.207 1.487 6.470
C: 4.381 1.816 5.577
N: 4.435 1.005 4.344
C: 4.754 -0.366 4.642
C: 5.036 -0.992 3.283
O: 5.291 -2.356 3.511
C: 6.186 -2.923 2.570
H: 2.266 3.986 8.244
H: 1.245 3.058 7.098
H: 2.598 3.975 6.497
H: 2.300 1.591 5.856
H: 3.338 0.457 6.826
H: 5.345 1.684 6.071
H: 4.364 2.865 5.281
H: 3.532 1.119 3.889
H: 3.912 -0.885 5.152
H: 5.641 -0.492 5.280
H: 5.895 -0.502 2.796
H: 4.173 -0.822 2.615
H: 7.157 -2.415 2.584
H: 5.738 -2.830 1.561
H: 6.321 -3.996 2.757
C: 8.622 -0.113 -1.393
O: 7.483 -0.916 -1.243
C: 7.090 -1.586 -2.431
C: 5.829 -2.387 -2.121
N: 6.028 -3.458 -1.200
C: 6.743 -4.557 -1.842
C: 6.864 -5.640 -0.781
O: 7.730 -5.214 0.255
C: 7.942 -6.209 1.227
H: 8.903 0.201 -0.378
H: 8.393 0.754 -2.042
H: 9.427 -0.684 -1.908
H: 7.857 -2.300 -2.807
H: 6.869 -0.829 -3.213
H: 5.408 -2.811 -3.047
H: 5.109 -1.689 -1.677
H: 6.548 -3.157 -0.380
H: 7.769 -4.255 -2.170
H: 6.189 -4.979 -2.686
H: 7.208 -6.599 -1.188
H: 5.850 -5.850 -0.387
H: 8.456 -7.066 0.781
H: 6.996 -6.584 1.650
H: 8.531 -5.790 2.046
O: -5.943 0.487 -2.058
H: -5.303 0.438 -2.832
H: -6.799 0.238 -2.442
O: -0.059 -0.904 3.340
H: 0.068 -1.087 2.369
H: -0.005 -1.800 3.737
O: 1.754 1.116 3.252
H: 1.328 1.653 2.565
H: 1.018 0.571 3.582
O: -4.855 2.254 2.104
H: -5.197 2.231 1.197
H: -3.893 2.166 2.018
O: -5.654 2.742 -0.537
H: -5.935 2.192 -1.288
H: -6.254 3.485 -0.475
O: 0.603 2.587 1.045
H: 0.851 2.130 0.224
H: 0.522 3.581 1.038
O: -2.257 2.048 1.434
H: -2.287 1.255 0.893
H: -1.319 2.323 1.303
O: -0.975 -3.983 -2.651
H: -1.158 -3.539 -3.472
H: -1.792 -4.445 -2.390

As for the max |F|: 2.46 eV/A. As for the total charge: 0. The frontier orbital gap comes out at 7.902 eV. The energy above the lowest of the compared OMol25 structures with the same formula, charge and spin is 0.000 eV. Its LUMO energy is 0.14 eV.